Entry 1:
{"formula": "C5H9NO", "method": "the ωB97M-V functional and the def2-TZVPD basis", "species": ["C", "O", "C", "N", "C", "C", "C", "H", "H", "H", "H", "H", "H", "H", "H", "H"], "xyz": [[0.447, -1.469, 2.073], [0.451, -1.785, 0.684], [0.666, -0.735, -0.101], [1.544, -0.245, -0.841], [0.087, 0.389, -0.761], [-0.825, 0.115, -1.947], [-0.091, 1.710, -0.045], [1.313, -0.845, 2.309], [-0.474, -0.960, 2.382], [0.534, -2.430, 2.575], [-1.652, 0.829, -1.984], [-1.256, -0.892, -1.875], [-0.279, 0.175, -2.895], [0.182, 2.563, -0.675], [0.500, 1.753, 0.876], [-1.148, 1.827, 0.225]], "forces_ev_per_angstrom": [[0.032, -0.032, 0.332], [0.284, -0.262, -0.192], [0.225, 0.231, -0.225], [-0.553, -0.106, 0.197], [-0.284, 0.083, 0.036], [-0.008, 0.010, -0.085], [0.032, 0.025, -0.007], [-0.070, -0.072, 0.096], [0.100, -0.082, -0.148], [-0.056, 0.148, 0.126], [0.108, -0.065, 0.002], [0.079, 0.194, -0.082], [-0.006, 0.039, 0.145], [-0.002, -0.120, 0.010], [-0.040, -0.004, -0.199], [0.158, 0.014, -0.005]], "lowdin_charge": [-0.0537, -0.0353, -0.4397, 0.2731, -0.4213, -0.0360, -0.0456, 0.0961, 0.0958, 0.0918, 0.0730, 0.0811, 0.0832, 0.0810, 0.0767, 0.0798], "e_tot_ev": -8866.1149, "homo_lumo_gap_ha": 0.3764, "smiles": "COC1=NC1(C)C", "mol_weight_g_mol": 99.1, "e_above_lowest_kj_mol": 298.9, "e_lumo_ev": 0.86, "homo_ev": -9.384}



Entry 2:
{"formula": "C5H9NO", "method": "the ωB97M-V functional and the def2-TZVPD basis", "species": ["C", "C", "C", "O", "C", "C", "N", "H", "H", "H", "H", "H", "H", "H", "H", "H"], "xyz": [[-0.736, -0.844, 1.857], [0.203, -1.099, 0.674], [-0.287, -0.929, -0.736], [-0.721, 0.892, -0.790], [0.264, 1.401, -1.681], [1.651, 1.169, -1.241], [2.766, 1.074, -0.950], [-1.683, -1.379, 1.719], [-0.288, -1.173, 2.801], [-0.975, 0.223, 1.977], [0.457, -2.173, 0.647], [1.167, -0.595, 0.834], [-1.357, -1.212, -0.747], [-0.680, 1.324, 0.078], [0.111, 2.473, -1.835], [0.109, 0.849, -2.606]], "forces_ev_per_angstrom": [[-0.115, 0.023, 0.010], [0.095, -0.012, -0.047], [-0.162, -0.161, 0.292], [0.063, 0.037, 0.212], [0.045, 0.138, -0.198], [0.951, -0.052, 0.214], [-1.111, 0.118, -0.204], [0.120, 0.082, 0.045], [-0.070, 0.069, -0.121], [0.033, -0.152, -0.019], [-0.005, 0.058, -0.004], [-0.140, -0.103, -0.085], [0.135, -0.012, 0.013], [0.107, -0.061, -0.150], [0.008, -0.104, 0.010], [0.046, 0.131, 0.030]], "lowdin_charge": [-0.1218, -0.3626, 0.0103, -0.1115, -0.2022, -0.1991, 0.1656, 0.0726, 0.0690, 0.0581, 0.1158, 0.0849, 0.0334, 0.1272, 0.1318, 0.1285], "e_tot_ev": -8863.7990, "homo_lumo_gap_ha": 0.3026, "mol_weight_g_mol": 99.1, "e_above_lowest_kj_mol": 522.3, "e_lumo_ev": 0.30, "homo_ev": -7.930}



Entry 3:
{"formula": "C5H9NO", "method": "the ωB97M-V functional and the def2-TZVPD basis", "species": ["C", "C", "N", "C", "C", "C", "O", "H", "H", "H", "H", "H", "H", "H", "H", "H"], "xyz": [[-1.222, -0.142, 1.249], [-1.003, 0.016, -0.235], [-0.850, 1.378, -0.749], [0.281, 0.455, -0.842], [1.516, 0.795, -0.044], [0.945, -2.683, -0.769], [1.087, -2.787, 0.354], [-0.659, 0.608, 1.810], [-2.282, -0.014, 1.494], [-0.910, -1.138, 1.585], [-1.590, -0.671, -0.848], [-1.311, 1.485, -1.648], [0.490, 0.035, -1.828], [1.251, 1.297, 0.890], [2.163, 1.472, -0.614], [2.093, -0.106, 0.195]], "forces_ev_per_angstrom": [[0.049, 0.023, 0.032], [-0.088, -0.220, 0.084], [-0.144, 0.167, -0.183], [0.215, -0.120, -0.065], [-0.010, 0.007, 0.045], [0.172, -0.172, 1.357], [-0.172, 0.102, -1.359], [-0.078, -0.110, -0.083], [0.145, -0.023, -0.046], [-0.057, 0.143, -0.038], [0.098, 0.128, 0.080], [0.055, -0.005, 0.114], [-0.053, 0.097, 0.156], [0.033, -0.072, -0.131], [-0.095, -0.091, 0.076], [-0.070, 0.146, -0.039]], "lowdin_charge": [-0.0598, -0.3636, 0.0474, -0.3761, -0.0612, 0.0229, 0.0240, 0.0717, 0.0756, 0.0655, 0.1304, 0.0908, 0.1232, 0.0724, 0.0761, 0.0608], "e_tot_ev": -8867.2940, "homo_lumo_gap_ha": 0.3908, "mol_weight_g_mol": 99.1, "e_above_lowest_kj_mol": 185.1, "e_lumo_ev": 1.12, "homo_ev": -9.518}



Entry 4:
{"formula": "C5H9NO", "method": "the ωB97M-V functional and the def2-TZVPD basis", "species": ["C", "C", "O", "C", "C", "C", "N", "H", "H", "H", "H", "H", "H", "H", "H", "H"], "xyz": [[-1.793, -0.118, -0.615], [-1.079, -0.516, 0.644], [-0.634, -1.683, 0.780], [0.931, 0.783, 0.529], [1.856, -0.125, 0.011], [0.441, 1.852, -0.281], [0.017, 2.716, -0.933], [-1.929, 0.961, -0.699], [-2.778, -0.602, -0.603], [-1.254, -0.491, -1.493], [-1.239, 0.079, 1.552], [0.504, -1.808, 0.059], [0.914, 0.958, 1.600], [2.594, -0.553, 0.685], [2.188, -0.012, -1.020], [1.262, -1.441, -0.217]], "forces_ev_per_angstrom": [[0.038, 0.027, -0.014], [-0.037, -0.067, -0.013], [0.134, 0.217, -0.183], [0.080, -0.014, 0.014], [-0.063, 0.028, 0.044], [-0.370, 0.654, -0.521], [0.415, -0.818, 0.612], [0.011, -0.147, 0.028], [0.127, 0.052, 0.021], [-0.053, 0.036, 0.142], [0.046, -0.077, -0.129], [-0.235, 0.084, 0.218], [-0.024, -0.022, -0.168], [-0.143, 0.050, -0.119], [-0.092, -0.035, 0.171], [0.168, 0.032, -0.103]], "lowdin_charge": [-0.0532, -0.3265, -0.0786, -0.2316, -0.0718, -0.2774, 0.1390, 0.0620, 0.0924, 0.0950, 0.1281, 0.1365, 0.1126, 0.0891, 0.0970, 0.0874], "e_tot_ev": -8864.4551, "homo_lumo_gap_ha": 0.3494, "mol_weight_g_mol": 99.1, "e_above_lowest_kj_mol": 459.0, "e_lumo_ev": 0.43, "homo_ev": -9.080}



Entry 5:
{"formula": "C5H9NO", "method": "the ωB97M-V functional and the def2-TZVPD basis", "species": ["C", "C", "C", "O", "C", "C", "N", "H", "H", "H", "H", "H", "H", "H", "H", "H"], "xyz": [[-1.034, 1.411, -1.212], [-0.524, 0.081, -0.661], [0.472, 0.220, 0.482], [-0.077, 0.923, 1.588], [0.915, -1.165, 1.030], [1.370, -2.191, 0.088], [1.371, -3.206, -0.471], [-0.214, 2.044, -1.575], [-1.714, 1.242, -2.052], [-1.596, 1.975, -0.457], [-0.040, -0.490, -1.462], [-1.366, -0.515, -0.290], [1.351, 0.783, 0.115], [-0.260, 1.830, 1.300], [0.101, -1.865, 1.303], [1.588, -1.023, 1.886]], "forces_ev_per_angstrom": [[0.007, 0.049, 0.006], [-0.048, -0.109, -0.026], [0.096, -0.367, -0.285], [0.001, 0.056, -0.003], [-0.176, -0.171, 0.014], [0.207, -0.897, -0.731], [0.567, 1.063, 0.093], [-0.090, -0.114, 0.072], [0.104, 0.033, 0.128], [0.081, -0.084, -0.105], [-0.105, 0.031, 0.074], [0.038, 0.026, -0.107], [-0.053, -0.391, 0.111], [0.046, -0.321, 0.133], [-0.556, 1.424, 0.956], [-0.121, -0.227, -0.330]], "lowdin_charge": [-0.1003, -0.2181, -0.4025, -0.0333, -0.1160, -0.2402, 0.1360, 0.0799, 0.0754, 0.0704, 0.1148, 0.1246, 0.1520, 0.0904, 0.1375, 0.1294], "e_tot_ev": -8867.7114, "homo_lumo_gap_ha": 0.4229, "smiles": "CC[C@@H](O)CC#N", "mol_weight_g_mol": 99.1, "e_above_lowest_kj_mol": 144.8, "e_lumo_ev": 0.69, "homo_ev": -10.822}



Entry 6:
{"formula": "C5H9NO", "method": "the ωB97M-V functional and the def2-TZVPD basis", "species": ["C", "C", "N", "C", "O", "C", "C", "H", "H", "H", "H", "H", "H", "H", "H", "H"], "xyz": [[-0.546, 1.366, 1.182], [-0.636, -0.057, 0.749], [-1.558, -0.904, 1.096], [-1.137, -1.767, 0.016], [-1.599, -2.779, -0.420], [0.036, -0.846, -0.368], [0.075, -0.198, -1.744], [-0.891, 1.974, 0.335], [0.464, 1.708, 1.429], [-1.220, 1.551, 2.022], [3.000, 1.028, 1.157], [2.795, 0.348, 0.937], [0.974, -1.350, -0.104], [-0.903, 0.231, -1.990], [0.336, -0.919, -2.523], [0.811, 0.615, -1.772]], "forces_ev_per_angstrom": [[-0.008, -0.038, 0.049], [-0.156, 0.220, 0.048], [0.136, 0.101, -0.153], [-0.222, -0.636, -0.222], [0.147, 0.514, 0.238], [0.046, 0.006, -0.020], [-0.033, 0.002, -0.061], [0.085, -0.051, 0.106], [-0.112, -0.245, -0.076], [0.115, -0.090, -0.104], [-0.003, -0.053, -0.021], [0.020, 0.049, 0.016], [-0.007, 0.414, 0.037], [0.120, -0.080, -0.005], [-0.039, 0.058, 0.136], [-0.091, -0.172, 0.031]], "lowdin_charge": [-0.0149, -0.2889, 0.2043, -0.4277, 0.1249, -0.2197, -0.0518, 0.0936, 0.0610, 0.0854, 0.0300, 0.0188, 0.1355, 0.0889, 0.0825, 0.0780], "e_tot_ev": -8866.6658, "homo_lumo_gap_ha": 0.3794, "mol_weight_g_mol": 99.1, "e_above_lowest_kj_mol": 245.7, "e_lumo_ev": 0.66, "homo_ev": -9.665}



Entry 7:
{"formula": "C5H9NO", "method": "the ωB97M-V functional and the def2-TZVPD basis", "species": ["C", "C", "O", "C", "C", "C", "N", "H", "H", "H", "H", "H", "H", "H", "H", "H"], "xyz": [[0.640, 1.400, -0.804], [-0.290, 0.813, 0.250], [-1.626, 1.123, -0.128], [-0.226, -0.723, 0.511], [0.038, -1.667, -0.671], [0.721, -1.000, 1.603], [1.444, -1.195, 2.485], [1.690, 1.127, -0.658], [0.563, 2.492, -0.745], [0.322, 1.106, -1.809], [-0.053, 1.286, 1.213], [-1.988, 1.737, 0.519], [-1.222, -0.955, 0.906], [-0.113, -2.700, -0.340], [1.063, -1.585, -1.044], [-0.659, -1.469, -1.490]], "forces_ev_per_angstrom": [[0.049, -0.053, -0.020], [0.286, -0.007, 0.073], [-0.197, 0.153, 0.101], [-0.042, 0.000, 0.029], [0.010, 0.023, -0.082], [0.619, -0.135, 0.769], [-0.629, 0.177, -0.881], [-0.156, -0.055, 0.043], [0.053, -0.203, -0.046], [0.064, -0.079, 0.160], [-0.111, -0.048, -0.123], [-0.058, -0.097, -0.140], [0.146, -0.010, 0.028], [0.042, 0.193, -0.089], [-0.160, 0.087, 0.049], [0.084, 0.055, 0.128]], "lowdin_charge": [-0.0405, -0.4078, -0.0359, -0.3068, -0.0543, -0.2029, 0.1504, 0.0871, 0.0835, 0.0848, 0.1406, 0.0979, 0.1461, 0.0856, 0.0850, 0.0870], "e_tot_ev": -8868.0976, "homo_lumo_gap_ha": 0.4214, "smiles": "C[C@@H](O)[C@@H](C)C#N", "mol_weight_g_mol": 99.1, "e_above_lowest_kj_mol": 107.6, "e_lumo_ev": 0.63, "homo_ev": -10.834}



Entry 8:
{"formula": "C5H9NO", "method": "the ωB97M-V functional and the def2-TZVPD basis", "species": ["C", "N", "C", "C", "C", "O", "C", "H", "H", "H", "H", "H", "H", "H", "H", "H"], "xyz": [[1.328, 0.033, -1.965], [0.873, 0.270, -0.604], [1.242, -0.720, 0.368], [-0.171, -0.635, -0.136], [-1.222, -0.153, 0.717], [-1.983, -1.146, 0.948], [-1.515, 1.198, 1.244], [2.353, 0.403, -2.092], [0.680, 0.581, -2.653], [1.297, -1.034, -2.227], [1.806, -1.590, 0.029], [1.530, -0.348, 1.350], [-1.229, -1.711, 0.150], [-2.414, 1.588, 0.755], [-1.731, 1.128, 2.314], [-0.675, 1.868, 1.050]], "forces_ev_per_angstrom": [[0.027, -0.037, -0.163], [-0.086, 0.058, -0.054], [0.258, -0.139, 0.217], [-0.236, 0.134, 0.106], [0.012, -0.062, 0.021], [0.192, -0.014, -0.124], [0.062, 0.050, -0.003], [-0.181, -0.054, 0.111], [0.058, -0.084, 0.051], [0.018, 0.078, -0.017], [-0.073, 0.086, 0.048], [-0.064, -0.006, -0.109], [-0.018, 0.087, -0.061], [0.106, -0.047, 0.050], [0.029, 0.020, -0.116], [-0.103, -0.070, 0.043]], "lowdin_charge": [-0.1072, -0.1410, -0.1217, -0.2481, -0.3778, 0.0437, 0.0133, 0.0797, 0.0781, 0.0798, 0.1024, 0.1053, 0.2110, 0.0991, 0.0983, 0.0851], "e_tot_ev": -8864.2793, "homo_lumo_gap_ha": 0.3353, "mol_weight_g_mol": 99.1, "e_above_lowest_kj_mol": 476.0, "e_lumo_ev": 0.65, "homo_ev": -8.473}